The following is a quantum chemistry calculation of a structure of composition C20H57F2N6O10PbS2 at a distorted geometry, from the Open Molecules 2025 dataset.

HOMO (spin up / spin down) in eV: -5.30 / -7.28
2S+1: 2
Gap between HOMO and LUMO (spin up / spin down) in eV: 5.2 / 6.8
Largest force on an atom in eV Å⁻¹: 8.0
Expectation value of S²: 0.76

Structure (XYZ):
```
98
Properties=species:S:1:pos:R:3:forces:R:3:lowdin_charge:R:1
Pb -3.488950 0.261050 -1.801714 -0.480 -0.437 -0.669 1.3844
N -2.269098 0.164304 0.358761 -1.314 2.248 0.659 -0.4431
S -1.119904 -0.745695 0.777031 4.510 -6.001 2.748 0.4792
O -1.380887 -1.765499 1.868987 0.792 2.678 -2.818 -0.3283
O 0.267222 -0.271249 0.598226 -2.455 -0.270 0.430 -0.3181
F -1.291669 -1.743720 -0.475730 0.265 -0.206 0.120 -0.2504
S -2.330992 0.866168 1.887096 -1.876 1.806 2.588 0.5544
O -1.144297 1.549489 2.434239 -1.997 -0.754 -1.040 -0.2988
O -3.379657 0.304500 2.762615 2.085 0.224 -1.379 -0.3055
F -3.219594 2.082566 1.302378 0.417 0.497 -0.113 -0.2249
O -4.850088 -1.098301 0.016063 -0.232 -0.159 -0.256 -0.1594
H -4.431209 -1.090107 0.876700 0.452 0.176 0.587 0.0259
H -5.591468 -1.695514 0.115673 -0.309 -0.164 -0.090 0.0626
C 2.387066 4.200485 3.193241 0.035 0.348 0.501 -0.0744
C 2.636200 3.182066 2.078071 0.519 1.760 -0.302 -0.4211
C 4.122428 3.402209 1.576593 -1.299 -1.005 0.542 -0.1895
O 4.384274 4.644598 0.914431 -0.613 -0.768 0.943 -0.1770
C 5.757999 4.909861 0.784769 0.335 -0.164 -0.070 -0.1309
N 2.327193 1.826486 2.542558 0.529 0.528 -0.041 0.0586
H 2.554054 5.233931 2.889578 0.105 -0.037 -0.467 0.0702
H 3.079090 4.044609 4.020840 0.098 -0.296 0.057 0.0755
H 1.392719 4.207218 3.639704 -0.183 -0.449 -0.232 0.0710
H 1.964763 3.430728 1.256214 0.025 0.240 -0.406 0.1210
H 4.309334 2.539127 0.937646 0.467 0.021 -0.482 0.1115
H 4.712015 3.267939 2.483493 0.491 0.262 0.003 0.1191
H 6.357802 4.830013 1.691383 -0.438 0.129 0.672 0.0813
H 5.860744 5.931312 0.418478 0.023 -0.202 -0.243 0.0883
H 6.245288 4.171958 0.147463 -0.051 0.089 -0.641 0.0813
H 1.324192 1.773402 2.436441 -0.315 -0.444 0.348 0.0411
H 2.688576 1.123280 1.914068 0.154 -0.090 -0.209 0.0579
C 2.578441 -2.821386 -0.805385 2.343 -3.343 1.427 -0.0881
C 2.741374 -1.699050 -1.755939 0.967 -1.487 0.084 -0.4436
C 3.305881 -2.281551 -3.092156 0.175 -0.574 0.866 -0.1236
O 4.534102 -3.130929 -2.935210 -0.928 2.237 -0.722 -0.1785
C 5.515503 -2.748992 -3.906088 -0.284 -0.191 -0.546 -0.1310
N 1.393259 -1.230159 -1.759916 -0.794 1.029 -1.695 0.0298
H 3.539138 -3.274334 -0.560445 0.642 0.400 0.266 0.0765
H 2.197897 -3.735231 -1.261651 -0.854 0.328 -0.586 0.0845
H 2.095666 -2.784717 0.171176 -0.361 1.092 -0.263 0.0915
H 3.355780 -0.892067 -1.356709 0.808 -0.224 -0.127 0.1425
H 3.431993 -1.451965 -3.787833 0.473 -0.116 -0.235 0.1113
H 2.547296 -2.958634 -3.484855 -0.173 0.050 -0.112 0.1022
H 5.211901 -2.915369 -4.939649 -0.581 -0.627 -0.179 0.0736
H 6.422892 -3.341494 -3.789064 -0.083 0.180 0.475 0.0862
H 5.721137 -1.680868 -3.976179 0.260 0.227 0.927 0.0785
H 1.407147 -0.815170 -0.839209 -1.297 0.281 0.134 0.0305
H 1.330903 -0.464296 -2.415394 -0.256 0.582 -0.211 0.0635
C 0.294392 -2.763106 5.286145 -0.118 0.998 0.869 -0.0560
C -1.007590 -1.899261 5.475085 0.021 -1.614 -2.117 -0.3910
C -0.913521 -0.396865 5.161927 0.708 -1.576 0.533 -0.2143
O -0.048269 0.095825 6.136429 0.382 2.768 1.441 -0.1900
C -0.710922 0.770109 7.240157 1.076 -1.452 0.128 -0.0843
N -1.957924 -2.544843 4.570576 -1.480 -0.617 0.683 0.0184
H 0.857868 -2.530804 4.382473 0.017 0.226 0.043 0.0713
H 0.064470 -3.828388 5.265908 -0.462 0.151 -0.114 0.0644
H 0.894984 -2.631802 6.186229 0.531 0.230 -0.252 0.0613
H -1.285765 -2.112787 6.507133 -0.456 0.368 0.041 0.1261
H -1.856360 0.150059 5.157280 -0.272 -0.314 -0.055 0.1153
H -0.442677 -0.310230 4.182692 -0.003 0.252 -0.077 0.1086
H -1.379394 1.610334 7.052392 -0.097 -0.167 -0.767 0.0820
H 0.050335 1.137310 7.928458 0.309 0.047 -0.312 0.0786
H -1.204830 -0.017791 7.808815 -0.628 0.140 0.110 0.0767
H -2.899194 -2.235771 4.767027 -0.169 0.103 -0.001 0.0601
H -1.832814 -2.420169 3.576136 0.577 0.334 0.257 0.0135
C -3.937198 -2.805288 -3.801964 -0.470 -2.023 0.380 -0.0709
C -2.710238 -2.892090 -2.936029 1.182 1.158 -0.410 -0.3683
C -1.557498 -3.795228 -3.503097 -1.850 0.158 0.734 -0.1986
O -1.250764 -3.262622 -4.739598 1.366 -0.343 -0.547 -0.1917
C -0.147291 -3.945592 -5.334074 0.286 2.019 -1.771 -0.0822
N -2.162927 -1.490805 -2.817037 1.615 -2.131 -0.494 -0.1149
H -4.760078 -2.427124 -3.195375 -0.129 0.181 -0.332 0.0623
H -4.110668 -3.867245 -3.975932 -0.846 -0.153 -0.260 0.0825
H -3.903257 -2.369358 -4.800424 0.515 0.430 0.378 0.0905
H -2.927756 -3.178988 -1.907209 -0.321 -0.359 -0.142 0.1402
H -1.886613 -4.817751 -3.688119 -0.262 -0.323 0.547 0.1296
H -0.695916 -3.802587 -2.835467 0.123 0.087 0.225 0.1273
H 0.103815 -3.219997 -6.107733 0.090 -0.307 -0.621 0.0888
H -0.368046 -4.882246 -5.845983 -0.323 -0.208 0.521 0.0945
H 0.809427 -3.958629 -4.811953 -0.428 -0.417 1.032 0.0766
H -1.590192 -1.442592 -3.647556 -0.557 0.925 -1.302 0.0785
H -1.354747 -1.725100 -2.258422 0.256 0.863 1.132 0.0304
C -0.217747 3.490914 -2.385795 -1.307 1.425 1.014 -0.0482
C -1.452044 2.648805 -1.875415 2.535 1.315 -0.986 -0.3713
C -2.792350 3.485849 -2.014259 0.817 -1.780 0.504 -0.1321
O -3.796982 2.688614 -1.323144 0.611 0.992 -0.703 -0.4364
C -5.011421 3.289205 -0.916076 -0.306 1.282 0.222 -0.0933
N -1.352130 1.517037 -2.847703 -2.458 0.348 0.302 -0.0280
H 0.115124 4.248570 -1.676396 0.391 -0.373 0.390 0.0811
H -0.570622 4.146927 -3.181548 0.056 -0.294 -0.651 0.0756
H 0.586591 2.846003 -2.739688 0.029 0.320 0.268 0.0774
H -1.192966 2.252044 -0.893800 -0.733 0.307 0.237 0.1176
H -3.009126 3.640545 -3.071226 -0.355 -0.736 -0.464 0.1221
H -2.696643 4.535075 -1.734859 0.072 -0.211 1.223 0.1341
H -4.995863 3.529242 0.147054 0.334 0.032 0.048 0.0912
H -5.918916 2.701648 -1.055080 0.436 -0.646 -0.431 0.0907
H -5.161067 4.211873 -1.476785 -0.070 0.112 -0.001 0.0925
H -1.512155 2.076058 -3.673530 -0.025 -0.744 -1.003 0.0781
H -0.397982 1.192009 -2.911426 -0.002 -0.188 0.311 0.0659
```
Forces are in eV/Å.

---

The following is a quantum chemistry calculation of a structure of composition C20H57LiO15 at a distorted geometry, from the Open Molecules 2025 dataset.

HOMO in eV: -8.88
Gap between HOMO and LUMO in eV: 7.1
Largest force on an atom in eV Å⁻¹: 6.1

Structure (XYZ):
```
93
Properties=species:S:1:pos:R:3:forces:R:3:lowdin_charge:R:1
Li 0.189323 -3.525917 3.093692 0.093 0.418 -1.586 0.8268
C 0.195166 -0.478603 0.402124 0.327 0.109 0.150 -0.0678
C 0.968821 -1.543811 1.174482 -0.319 -0.684 0.414 -0.3699
O 0.404911 -2.858429 1.214872 -0.392 0.246 1.011 -0.4532
H -0.037391 -0.753565 -0.626788 0.030 -0.176 0.118 0.0619
H 0.842971 0.399553 0.371684 -0.138 0.138 -0.021 0.0514
H -0.726501 -0.203357 0.909884 -0.010 0.112 -0.071 0.0603
H 1.004692 -1.205717 2.226837 0.475 0.387 -0.182 0.0727
H 1.988024 -1.585912 0.766484 0.054 -0.029 0.160 0.1044
C 3.163084 0.254374 4.775059 0.156 0.669 0.275 -0.0375
C 1.666906 0.503931 4.861633 0.000 -0.392 0.774 -0.4939
C 1.035523 0.059444 6.178077 0.213 -0.370 0.389 -0.0474
O 1.389785 1.892643 4.683811 -0.276 -0.158 -0.592 -0.0538
H 3.658604 1.023605 5.381512 0.004 -0.023 -0.001 0.0871
H 3.512074 0.405184 3.754791 0.075 -0.249 -0.023 0.0660
H 3.511682 -0.683149 5.204901 -0.247 -0.236 -0.306 0.0823
H 1.134001 -0.030868 4.070023 0.170 0.208 -0.251 0.1050
H -0.051133 0.127477 6.133330 0.014 0.340 0.058 0.0751
H 1.429875 0.656580 7.003306 -0.192 0.163 -0.031 0.0879
H 1.249923 -0.977167 6.461986 0.184 -0.034 -0.352 0.0771
H 2.081496 2.428046 5.082667 0.025 -0.066 0.059 0.0977
C 0.689285 2.367662 -4.406073 -0.459 2.772 0.184 -0.0992
C -0.264330 2.778954 -3.291744 0.134 1.821 -0.442 -0.4233
C 0.415196 2.657053 -1.937847 0.103 -1.172 0.242 -0.0431
O -0.651908 4.157866 -3.453201 -0.644 0.180 -0.027 -0.0609
H 1.502441 3.081227 -4.555625 0.034 0.405 0.318 0.1182
H 0.257358 2.196562 -5.390961 -0.468 1.190 0.116 0.1022
H 1.122743 1.421307 -4.064160 -1.750 5.611 -1.623 -0.0757
H -1.197714 2.222149 -3.333333 0.197 0.180 0.092 0.1366
H -0.241144 2.835411 -1.086268 -0.126 0.475 -0.183 0.0888
H 1.307316 3.286488 -1.893763 -0.054 0.162 0.099 0.0894
H 0.740972 1.620757 -1.776672 0.066 0.171 -0.019 0.0516
H 0.070322 4.733491 -3.186519 0.126 -0.128 -0.041 0.0733
C -0.047535 -4.341306 -1.968309 0.054 0.634 0.695 -0.2238
C 1.337164 -4.862588 -1.595350 -1.176 -0.376 -0.229 -0.2531
O 1.390549 -5.115294 -0.210047 0.364 0.299 0.412 -0.0889
O -0.294210 -3.046868 -1.418228 0.224 0.038 -0.676 -0.1043
H -0.779243 -5.026639 -1.527380 -0.015 -0.237 -0.315 0.1218
H -0.183654 -4.265872 -3.046493 -0.006 -0.049 -0.027 0.1189
H 2.116750 -4.156793 -1.897138 0.080 -0.212 -0.250 0.1186
H 1.387140 -5.843567 -2.074981 0.644 0.137 -0.183 0.1184
H 1.304500 -4.249078 0.229577 -0.171 -0.131 0.269 0.0311
H -0.150807 -3.084096 -0.453284 0.096 -0.097 0.054 0.0088
C 3.500878 1.976589 0.686047 0.453 0.154 -0.979 -0.2458
C 4.181716 1.421112 -0.563178 -1.138 -0.146 0.358 -0.2626
O 5.575495 1.612522 -0.553629 0.160 0.226 -0.163 -0.0463
O 3.583195 3.392369 0.693918 0.142 -0.150 0.357 -0.0563
H 3.987731 1.500792 1.549033 -0.285 0.202 0.290 0.1067
H 2.441154 1.737983 0.622036 -0.009 -0.131 0.330 0.0952
H 3.743561 1.965752 -1.400858 0.389 0.011 -0.212 0.1178
H 3.876742 0.371609 -0.675210 0.305 -0.096 -0.020 0.1148
H 5.951464 1.191277 0.225685 -0.046 -0.088 -0.006 0.0911
H 4.482616 3.624457 0.433933 0.011 0.044 0.025 0.0843
C -4.192357 -0.592136 -2.375888 -0.378 -0.424 -0.610 -0.2569
C -3.703693 -1.748257 -3.228176 -0.187 -0.169 -0.425 -0.2529
O -2.817199 -1.361704 -4.261856 0.410 0.250 0.089 -0.0738
O -3.181597 -0.153202 -1.502844 -0.047 -0.022 0.205 -0.0772
H -5.109177 -0.906816 -1.853027 0.113 -0.016 0.209 0.1123
H -4.498035 0.217581 -3.041400 0.222 0.190 0.130 0.1250
H -4.528436 -2.225469 -3.767028 -0.182 0.117 0.215 0.1178
H -3.285443 -2.528488 -2.568369 0.249 0.180 -0.085 0.1146
H -2.174513 -0.682677 -3.971421 -0.359 -0.412 0.187 0.0537
H -2.958970 -0.924968 -0.946100 0.431 0.372 -0.110 0.0370
C -1.724740 2.060437 2.829429 0.301 0.171 0.990 -0.2163
C -2.222115 3.390392 3.382190 0.824 -0.038 -0.239 -0.2607
O -3.558746 3.354151 3.800555 -0.468 0.274 -0.033 -0.0470
O -1.387184 1.170802 3.909619 -0.127 -0.366 -0.191 -0.0937
H -0.825901 2.259285 2.240043 -0.173 -0.180 -0.328 0.1177
H -2.514342 1.552987 2.279235 0.074 0.218 -0.372 0.1093
H -2.090136 4.164653 2.620685 -0.520 -0.088 -0.147 0.1207
H -1.528476 3.706546 4.172421 -0.149 -0.179 0.194 0.1219
H -3.645302 2.952892 4.668644 0.261 -0.100 -0.012 0.0883
H -0.448800 1.271704 4.098631 -0.129 0.417 0.067 0.0178
C -4.492518 -1.358722 1.265785 0.649 0.314 0.005 -0.2408
C -3.023214 -1.578477 1.550448 0.468 -0.786 -0.090 -0.2033
O -2.302193 -2.006006 0.375498 -0.948 0.275 0.595 -0.1183
O -5.114346 -2.582360 0.923182 -0.127 0.201 -0.112 -0.0469
H -4.592182 -0.584100 0.499849 -0.165 -0.122 -0.161 0.1087
H -4.947869 -0.955325 2.170261 -0.172 -0.243 0.038 0.1273
H -2.960367 -2.430879 2.240739 -0.071 0.287 0.389 0.1204
H -2.528719 -0.699693 1.974486 -0.236 0.081 0.134 0.0968
H -1.412078 -2.197453 0.713970 0.175 -0.366 -0.411 0.0254
H -4.678879 -2.893319 0.121026 -0.036 -0.094 0.022 0.0819
C 0.523813 0.036906 -4.423967 -1.165 -3.379 -1.000 -0.2418
C 1.884160 0.260644 -3.783762 2.265 -3.530 1.016 -0.2763
O 2.899668 0.152206 -4.783384 -0.325 0.204 0.313 -0.0060
O -0.519357 0.196112 -3.455651 0.485 -0.590 -0.086 -0.0750
H 0.407779 -0.944934 -4.891817 0.503 -0.384 0.312 0.1458
H 0.404313 0.786987 -5.206688 -0.428 -2.230 0.042 0.0933
H 2.023196 -0.458185 -2.977167 0.123 -0.580 0.049 0.1380
H 1.928142 1.242026 -3.302830 1.554 -1.344 0.938 0.0939
H 3.499893 -0.550682 -4.526829 0.029 0.011 -0.045 0.0910
H -0.371655 -0.478098 -2.772860 -0.226 0.008 -0.121 0.0917
```
Forces are in eV/Å.